[1]
Molecular formula: C21H29NO3
Method: DFT, ωB97M-V with the def2-TZVPD basis set

Summary:
LUMO level in eV: 0.58
Electronic energy in eV: -29881.4358
HOMO-LUMO gap in eV: 8.367
Energy above the lowest of the compared OMol25 structures with the same formula, charge and spin in kcal per mole: 0.00
E_HOMO in eV: -7.8

Geometry as XYZ:
```
54
C21H29NO3 ωB97M-V with the def2-TZVPD basis set
C -8.1273 -1.6106 -0.5667
O -6.8720 -1.8022 0.0345
C -5.9709 -0.7738 -0.0049
C -4.7436 -1.0124 0.6077
C -3.7512 -0.0523 0.6229
C -3.9707 1.1835 0.0194
O -3.0719 2.2142 -0.0305
C -1.7718 2.0016 0.4701
C -0.9279 1.0922 -0.4332
C 0.0465 0.2435 0.3766
O -0.0023 0.1382 1.5836
N 0.9454 -0.4119 -0.3875
C 1.9699 -1.2658 0.1649
C 3.3940 -0.7036 0.0028
C 3.7790 -0.6042 -1.4771
C 5.2076 -0.0758 -1.6086
C 5.2980 1.3099 -0.9712
C 4.9245 1.2123 0.5073
C 5.8907 0.2638 1.2146
C 5.7998 -1.1199 0.5738
C 6.1737 -1.0261 -0.9043
C 4.3728 -1.6494 0.7061
C 3.4969 0.6841 0.6408
C -5.1995 1.4234 -0.5885
C -6.1919 0.4618 -0.6030
H -8.6718 -2.5418 -0.4163
H -8.6795 -0.7901 -0.0962
H -8.0353 -1.4165 -1.6408
H -4.5807 -1.9712 1.0738
H -2.8189 -0.2814 1.1138
H -1.7987 1.5788 1.4818
H -1.3299 2.9990 0.5298
H -0.3844 1.6770 -1.1765
H -1.5962 0.4108 -0.9676
H 0.9353 -0.2825 -1.3860
H 1.9092 -2.2522 -0.3084
H 1.7361 -1.3687 1.2273
H 3.0986 0.0732 -1.9992
H 3.7032 -1.5885 -1.9468
H 5.4710 -0.0080 -2.6706
H 4.6220 2.0002 -1.4817
H 6.3131 1.6996 -1.0740
H 4.9864 2.2056 0.9656
H 5.6383 0.1995 2.2751
H 6.9115 0.6444 1.1350
H 6.4880 -1.8046 1.0819
H 7.1971 -0.6590 -1.0076
H 6.1250 -2.0158 -1.3646
H 4.1059 -1.7330 1.7617
H 4.3050 -2.6465 0.2640
H 3.2143 0.6252 1.6936
H 2.8022 1.3710 0.1519
H -5.3647 2.3845 -1.0496
H -7.1294 0.6909 -1.0844
```

Atomic partial charges in e from the Mulliken method, atoms 1 to 6: C -0.8382; O -0.4238; C 0.7509; C -0.9401; C -0.0715; C 0.2800


[2]
Molecular formula: C26H29N5O2ReSTe
Method: DFT, ωB97M-V with the def2-TZVPD basis set

Summary:
LUMO level (spin up / spin down) in eV: -7.31 / -7.14
Electronic energy in eV: -59221.4813
HOMO-LUMO gap (spin up / spin down) in eV: 5.742 / 6.027
⟨S²⟩: 0.79
Net charge: +2
Spin multiplicity: 2
Energy above the lowest of the compared OMol25 structures with the same formula, charge and spin in kcal per mole: 0.00
E_HOMO (spin up / spin down) in eV: -13.1 / -13.2

Geometry as XYZ:
```
65
C26H29N5O2ReSTe ωB97M-V with the def2-TZVPD basis set
Re 0.0793 -0.1747 0.0113
C -0.7517 0.9357 3.0015
O 0.2716 0.4838 2.0885
C 1.6018 0.7592 2.4461
C 2.0049 1.0159 3.7401
C 3.3502 1.2670 3.9789
C 4.2673 1.2591 2.9380
C 3.8490 1.0059 1.6427
C 2.5065 0.7619 1.3947
N 1.9824 0.4676 0.0955
N 2.8154 0.6076 -0.8672
C 2.5456 0.3591 -2.1524
C 1.2625 0.0278 -2.6704
O 0.2065 -0.0933 -1.8876
C 1.0656 -0.1528 -4.0499
C 2.1203 -0.0334 -4.9025
C 3.4313 0.2914 -4.4507
C 4.4946 0.4119 -5.3655
C 5.7519 0.7348 -4.9280
C 5.9772 0.9475 -3.5606
C 4.9542 0.8328 -2.6493
C 3.6613 0.5003 -3.0762
H -0.6118 0.4627 3.9696
H -1.6970 0.6135 2.5843
H -0.7076 2.0201 3.0906
H 1.3084 1.0288 4.5646
H 3.6764 1.4676 4.9899
H 5.3125 1.4506 3.1354
H 4.5491 0.9940 0.8214
H 0.0708 -0.3980 -4.3950
H 1.9687 -0.1888 -5.9640
H 4.3013 0.2463 -6.4179
H 6.5685 0.8277 -5.6304
H 6.9704 1.2052 -3.2181
H 5.1445 1.0006 -1.5999
C -2.9819 -1.7947 1.1645
N -3.4483 -0.4158 1.3011
C -4.3127 -0.1700 2.4557
C -3.0363 0.5620 0.4837
N -1.8559 0.4438 -0.1759
N -3.7990 1.6433 0.2951
C -3.2337 2.8732 -0.2570
C -5.2641 1.5901 0.3047
H -3.8161 -2.4559 1.3964
H -2.1641 -2.0166 1.8532
H -2.6538 -1.9877 0.1466
H -3.8639 -0.6500 3.3265
H -5.3070 -0.5919 2.3111
H -4.3961 0.8954 2.6494
H -1.9148 0.9228 -1.0726
H -2.1986 2.9910 0.0532
H -3.8057 3.7155 0.1269
H -3.2958 2.8901 -1.3479
H -5.6069 0.5610 0.3386
H -5.6257 2.0393 -0.6198
H -5.6801 2.1449 1.1450
Te 0.7911 -2.4949 0.6403
C -0.5218 -3.6023 -0.5409
C -1.2770 -4.6545 -0.1004
C -2.0445 -5.2422 -1.1412
C -1.8499 -4.6274 -2.3398
S -0.7451 -3.3292 -2.2214
H -1.2735 -5.0106 0.9212
H -2.6990 -6.0905 -1.0062
H -2.2967 -4.8729 -3.2903
```

Atomic partial charges in e from the Mulliken method, atoms 1 to 6: Re 0.6065; C -0.2065; O -0.2103; C 0.9972; C -0.7292; C -0.7114


[3]
Molecular formula: H28O14
Method: DFT, ωB97M-V with the def2-TZVPD basis set

Summary:
LUMO level in eV: -0.37
Electronic energy in eV: -29115.8599
HOMO-LUMO gap in eV: 9.658
Energy above the lowest of the compared OMol25 structures with the same formula, charge and spin in kcal per mole: 133.56
E_HOMO in eV: -10.0

Geometry as XYZ:
```
42
H28O14 ωB97M-V with the def2-TZVPD basis set
H 0.5435 0.4818 -0.5897
H -0.6487 -0.3070 -0.3531
H -2.0349 -4.7615 1.9907
H -1.7558 -3.7682 1.0673
H -0.7221 0.2352 2.0780
H -2.2015 -0.1019 1.5211
H -3.1920 2.6799 0.6002
H -3.7323 3.3951 1.9206
H -2.0782 3.8052 -0.3667
H -3.3446 4.7059 -0.0944
H 5.0273 0.4842 -1.8289
H 4.2055 1.5833 -1.3229
H 1.8038 2.2901 -0.9574
H 2.7384 1.3909 -0.1633
H -2.6322 0.3195 -1.5182
H -3.0450 -0.6148 -0.4115
H 0.4541 -0.2035 -2.5253
H 0.8459 1.1404 -2.7057
H -4.5881 -1.8823 -2.2667
H -4.8406 -1.2601 -0.8136
H 2.1005 2.1936 3.7318
H 1.3311 2.1153 2.4343
H 4.4957 -2.2400 -0.8200
H 3.5625 -1.2253 -1.1994
H 3.3658 -1.2292 1.3502
H 3.2612 -2.5395 2.0698
H 1.0697 -2.7546 0.3072
H 0.8915 -3.1853 -1.1562
O 0.0964 -0.2190 -0.9509
O -2.5129 -4.1363 1.5405
O -1.3340 -0.4806 1.6263
O -3.6712 2.5129 1.4222
O -2.4931 4.5836 -0.5717
O 4.9585 1.1046 -1.0596
O 1.8701 1.8932 -0.0931
O -2.3102 -0.2455 -0.7856
O 0.3650 0.4415 -3.1667
O -5.1297 -1.9750 -1.4226
O 2.1272 2.4688 2.7502
O 3.9341 -1.5467 -0.4157
O 2.8409 -2.0217 1.4180
O 0.3784 -3.1270 -0.2696
```

Atomic partial charges in e from the Mulliken method, atoms 1 to 6: H 0.3044; H 0.3479; H 0.2745; H 0.3162; H 0.2763; H 0.2834